C19H25N6STe4Ti as an isolated structure. Source: the Open Molecules 2025 dataset; level of theory: ωB97M-V/def2-TZVPD.

energy above the lowest of the compared OMol25 structures with the same formula, charge and spin	35.7	kcal per mole
Kohn-Sham gap	0.189	Eh
LUMO level	0.0713	Eh

The geometry in ORCA input format:
```
! RIJCOSX wB97M-V def2-TZVPD def2/J DEFGRID3
* xyz -1 1
Ti -0.4487 -0.8013 -2.1900
N -1.9692 3.3695 -2.9755
C -1.5909 2.1005 -2.5802
S -0.7543 1.0982 -3.7168
N -1.9270 1.6994 -1.4033
N -1.5537 0.3915 -1.1696
C -1.9501 -0.0910 0.0694
C -2.5956 0.7728 1.0779
C -3.8375 0.4312 1.6107
C -4.4347 1.2125 2.5908
C -3.8043 2.3591 3.0483
C -2.5714 2.7189 2.5164
C -1.9753 1.9346 1.5438
C -1.7376 -1.4394 0.2482
C -1.9017 -2.1445 1.4908
C -1.6150 -3.4635 1.5634
C -1.1558 -4.1566 0.3984
C -0.9847 -3.4566 -0.7498
N -1.2288 -2.1157 -0.8593
H -1.3738 3.8001 -3.6623
H -2.2423 3.9664 -2.2099
H -4.3391 -0.4545 1.2403
H -5.4014 0.9281 2.9883
H -4.2714 2.9737 3.8080
H -2.0737 3.6167 2.8633
H -1.0205 2.2222 1.1212
H -2.2421 -1.5925 2.3559
H -1.7297 -3.9967 2.4994
H -0.9454 -5.2158 0.4197
H -0.6408 -3.9289 -1.6621
Te 1.2196 -1.9483 -3.9630
Te 2.4686 -2.2068 -6.2844
Te -1.7653 -4.2497 -6.1648
Te -1.5407 -2.4463 -4.2055
C 4.3446 1.8575 1.2285
C 4.3846 0.6084 0.3591
N 3.1038 -0.0810 0.2903
C 2.6838 -0.8285 1.4736
C 1.5197 -0.1910 2.2287
C 2.2906 -0.0033 -0.7863
C 2.6460 0.9201 -1.9125
N 1.2053 -0.7071 -0.8783
H 5.3214 2.3428 1.2389
H 4.0796 1.6130 2.2582
H 3.6089 2.5690 0.8503
H 5.1205 -0.0991 0.7507
H 4.7067 0.8565 -0.6476
H 3.5552 -0.8891 2.1263
H 2.4481 -1.8598 1.1921
H 1.8021 0.7893 2.6137
H 1.2353 -0.8239 3.0702
H 0.6371 -0.0652 1.6005
H 2.9597 1.8966 -1.5423
H 1.7833 1.0433 -2.5640
H 3.4528 0.4944 -2.5130
H 1.0449 -1.3297 -0.0950
*
```

Atom charges from the Mulliken analysis, given in e for atoms 1 to 5: number 1, Ti, carries 0.036; number 2, N, carries -0.524; number 3, C, carries 0.425; number 4, S, carries -0.481; number 5, N, carries -1.130

***

One molecule with the formula C2H4Cl6Si2. Source: the Open Molecules 2025 dataset; level of theory: ωB97M-V/def2-TZVPD.

energy above the lowest of the compared OMol25 structures with the same formula, charge and spin	5.2	kcal per mole
Kohn-Sham gap	0.417	Eh
structure (SMILES)	Cl[Si](Cl)(Cl)CC[Si](Cl)(Cl)Cl
LUMO level	0.0065	Eh

The geometry in ORCA input format:
```
! RIJCOSX wB97M-V def2-TZVPD def2/J DEFGRID3
* xyz 0 1
Cl 2.1796 -2.2534 0.5497
Si 2.1150 -0.1714 0.7754
Cl 2.7213 0.2071 2.7175
Cl 3.5606 0.7743 -0.3708
C 0.4838 0.5092 0.4036
C -0.3468 -0.4144 -0.4520
Si -2.1791 0.1123 -0.7854
Cl -3.4571 -1.4898 -1.2020
Cl -3.1290 1.2294 0.7771
Cl -2.2667 1.4569 -2.3216
H 0.0464 0.6848 1.3978
H 0.6718 1.5042 -0.0524
H -0.5277 -1.4641 -0.0318
H 0.1278 -0.6850 -1.4051
*
```

Atom charges from the Mulliken analysis, given in e for atoms 1 to 5: number 1, Cl, carries -0.247; number 2, Si, carries 0.697; number 3, Cl, carries -0.250; number 4, Cl, carries -0.250; number 5, C, carries -0.475

***

C4H5CoO3 as an isolated structure. Source: the Open Molecules 2025 dataset; level of theory: ωB97M-V/def2-TZVPD.

energy above the lowest of the compared OMol25 structures with the same formula, charge and spin	71.3	kcal per mole
Kohn-Sham gap (alpha / beta)	0.280 / 0.321	Eh
LUMO level (alpha / beta)	-0.1474 / -0.2453	Eh

The geometry in ORCA input format:
```
! RIJCOSX wB97M-V def2-TZVPD def2/J DEFGRID3
* xyz 1 6
C 0.9477 0.1560 2.8313
H 0.2382 0.9619 3.0656
H 1.9160 0.3920 3.2964
H 0.5815 -0.7780 3.2804
C 1.4138 1.1641 0.5475
C 1.1252 0.0062 1.3455
O -0.4122 -0.4772 0.4642
C -0.2709 0.1190 -0.6534
O 0.7860 0.9018 -0.7513
O -0.8816 -0.1760 -1.7068
H 0.9319 2.0780 0.9316
H 1.7087 -0.8865 1.0762
Co -2.1156 -1.3168 -2.2080
*
```

Atom charges from the Mulliken analysis, given in e for atoms 1 to 5: number 1, C, carries -1.221; number 2, H, carries 0.349; number 3, H, carries 0.383; number 4, H, carries 0.340; number 5, C, carries -0.223

***

C2H2CaCuO2 as an isolated structure. Source: the Open Molecules 2025 dataset; level of theory: ωB97M-V/def2-TZVPD.

energy above the lowest of the compared OMol25 structures with the same formula, charge and spin	0.0	kcal per mole
Kohn-Sham gap	0.192	Eh
LUMO level	-0.2134	Eh

The geometry in ORCA input format:
```
! RIJCOSX wB97M-V def2-TZVPD def2/J DEFGRID3
* xyz 1 1
C -0.2993 -0.0401 0.8412
C 0.8299 -0.2029 0.0370
O 0.6315 0.0450 -1.2815
O -1.3979 0.5170 0.3342
H 1.7138 -0.7745 0.3558
Ca -1.6853 -1.4374 -1.1131
Cu -0.3114 1.9452 -0.9192
H 0.5188 -0.0524 1.7456
*
```

Atom charges from the Mulliken analysis, given in e for atoms 1 to 5: number 1, C, carries -0.027; number 2, C, carries -0.071; number 3, O, carries -0.818; number 4, O, carries -0.885; number 5, H, carries 0.396

***

no.,molar mass (g/mol),energy (Eh),F_max (eV/Å)
1,927.79,-3387.4082,0.84
2,296.94,-3419.0859,2.85
3,160.01,-1763.4190,4.06
4,161.66,-2545.6265,5.87